1.
A 2-piece molecular cluster, H3OS overall at a distorted geometry, computed with the ωB97M-V functional and the def2-TZVPD basis.

The geometry in XYZ format:
```
5
Properties=species:S:1:pos:R:3
S -1.6496 0.7376 -0.3057
H 1.5038 -0.6398 -0.2166
O 1.1427 -1.0936 0.5559
H -1.1865 1.9539 -0.6109
H 0.1896 -0.9582 0.5773
```

Calculated values
Kohn-Sham gap ... 7.35 eV
LUMO energy ... 4.7 eV
Calculated total energy ... -475.2629 hartree
Total charge ... -1

***

2.
A 2-piece molecular cluster, C4H11N2 overall at a distorted geometry, computed with the ωB97M-V functional and the def2-TZVPD basis.

The geometry in XYZ format:
```
17
Properties=species:S:1:pos:R:3
N 1.3461 -2.2370 0.0391
C -1.4266 0.3419 -0.6430
H 1.6753 2.1240 1.3576
H 2.7313 1.1882 0.4737
H -3.5433 0.3327 -0.4633
C -2.6794 -0.3031 -0.2571
H 0.9043 1.5290 -1.1148
N 1.7851 1.2483 0.8414
H -2.6751 -0.5716 0.7940
C 0.8376 1.0545 -0.1283
H 2.0076 -2.5301 0.7472
H -0.3985 -0.0350 1.1729
H 1.5139 -2.7574 -0.8113
C -0.3440 0.4337 0.1986
H 1.4013 -1.2476 -0.1366
H -2.7790 -1.2300 -0.8303
H -1.3750 0.8357 -1.6090
```

Calculated values
Kohn-Sham gap ... 6.81 eV
LUMO energy ... -6.6 eV
Calculated total energy ... -268.1987 hartree
Total charge ... +1

***

3.
A 2-piece molecular cluster, C4H13N2O overall at a distorted geometry, computed with the ωB97M-V functional and the def2-TZVPD basis.

The geometry in XYZ format:
```
20
Properties=species:S:1:pos:R:3
C 1.9029 -0.4942 0.9654
H 1.3741 2.5525 0.8825
C -0.4014 0.4049 0.4728
C -0.8472 0.9616 -0.8642
H 0.3313 -0.2136 -2.1756
H -1.0532 -1.0392 -1.6291
H -2.1325 -2.1346 1.8425
H 2.9685 -0.3262 1.0584
H 1.5526 -1.5134 1.0606
H -0.7805 -0.6201 0.5779
C 1.0931 0.4961 0.5483
H -0.8697 0.9087 1.3211
H -1.4673 -3.2187 0.9967
H -0.3040 1.8642 -1.1253
H 2.6442 1.8739 0.2970
O -1.8784 -2.3569 0.9372
N 1.6424 1.7606 0.3033
N -0.6382 -0.1409 -1.8954
H -1.2050 0.1133 -2.7152
H -1.9317 1.1221 -0.8588
```

Calculated values
Kohn-Sham gap ... 8.76 eV
LUMO energy ... -3.4 eV
Calculated total energy ... -344.6948 hartree
Total charge ... +1

***

4.
C14H30ClN2O6ReSSe2 as an isolated structure, computed with the ωB97M-V functional and the def2-TZVPD basis.

The geometry in XYZ format:
```
57
Properties=species:S:1:pos:R:3
N -3.1255 1.0320 -1.5428
C -5.4559 1.6734 -4.5214
H 3.6333 0.7148 5.0871
C -0.5415 4.3225 -3.7169
H 1.9022 2.0741 4.2435
H 3.1724 2.7048 3.1787
H -6.6051 3.5125 -4.5097
C 4.0277 0.4907 4.0915
C 0.1140 3.0233 -4.1838
C -4.0311 0.7516 -2.6598
O -0.3339 -3.2273 -1.7937
Cl -0.8624 -1.9253 -1.7159
H 0.6000 1.0185 -3.5133
H -1.8768 1.3206 -3.6463
H 1.0634 3.2293 2.4139
O -1.3152 -1.6352 -0.3171
Se 0.2023 -0.6941 2.4217
C -4.5645 2.0116 -3.3314
C 3.5581 0.3900 1.6942
H 1.5678 -0.4013 4.4289
H 4.7831 1.2441 3.8551
H -0.3620 2.6726 -5.1051
H 1.1620 3.2066 -4.4322
H -5.1984 3.5533 -5.5745
O 1.3571 2.3262 2.2552
H -3.5139 0.1034 -3.3737
H -3.7354 2.6464 -3.6634
H -6.2825 1.0423 -4.1832
H 0.0522 4.3075 -1.6137
C 2.8833 0.5974 3.0484
O -1.9078 -1.6685 -2.6371
H -1.6002 4.1478 -3.4997
H -0.3111 5.9038 -2.2538
S -0.9867 1.7355 -0.1577
H -6.6385 2.6550 -6.0487
H 0.5615 2.2154 -2.2210
C 1.8912 -0.5070 3.3906
C 0.0838 1.9065 -3.1486
H 4.2250 1.2299 1.4874
H -4.8875 1.0783 -5.2429
H -3.4714 0.9302 -0.6017
C 0.1381 4.9419 -2.4985
H 2.3720 -1.4810 3.2911
H -0.5176 5.0323 -4.5452
H -4.8513 0.1614 -2.2548
O 0.2330 -0.9135 -1.8888
O 4.6747 -0.7656 4.0650
C -1.8596 1.3914 -1.6621
N -1.3020 1.5363 -2.8419
Se 2.5376 0.2298 0.0349
H 4.1696 -0.5120 1.7332
C -6.0061 2.9200 -5.2028
H -5.1258 2.5968 -2.5986
H 4.3769 -1.3079 4.8002
Re 0.2761 -0.1813 0.2013
C 2.3329 2.0021 3.2377
H 1.1999 5.1088 -2.6897
```

Calculated values
Kohn-Sham gap (spin up / spin down) ... 7.13 / 7.05 eV
LUMO energy (spin up / spin down) ... -4.4 / -4.2 eV
Multiplicity ... 2
Calculated total energy ... -6851.4486 hartree
Total charge ... +1

***

5.
A 5-piece molecular cluster, C5H20NO6 overall at a distorted geometry, computed with the ωB97M-V functional and the def2-TZVPD basis.

The geometry in XYZ format:
```
32
Properties=species:S:1:pos:R:3
H 0.6973 0.7427 -1.8149
H 0.9713 -1.9759 3.2665
C -0.5125 0.3752 0.0177
H -0.5538 -3.1004 -1.4089
O 2.9154 -3.3642 0.8529
O 2.0366 1.1730 2.4867
O 1.3444 -1.6307 2.4537
H 3.3139 -3.1053 0.0174
C -1.0482 1.8171 0.2403
H 1.7674 -2.3198 1.9160
H -2.8891 2.0201 -1.1040
C -1.8543 2.3129 -0.8960
H -1.2775 -0.3671 0.2754
O -3.9652 0.2892 -1.2597
O -0.8005 -2.1767 -1.5100
O -1.2219 3.1345 -1.6940
H 0.7992 2.3533 1.0724
N 0.1322 2.7384 0.4084
H -3.3721 -0.2967 -0.7797
H 0.6687 -1.5156 -2.6779
H 1.7395 0.2721 2.6694
H 0.5830 2.8245 -0.5006
H -0.1950 3.6363 0.7423
H -0.8932 0.2270 -2.1007
H -4.0976 -0.0718 -2.1398
H 2.9548 1.2662 2.7439
H 1.2172 -1.4696 -0.9485
C 0.3727 -1.3645 -1.6383
H -1.4634 1.7177 1.2557
C -0.0683 0.0800 -1.3966
H 0.2417 -0.0198 0.7213
H 2.4574 -4.2020 0.7296
```

Calculated values
Kohn-Sham gap (spin up / spin down) ... 3.52 / 6.92 eV
LUMO energy (spin up / spin down) ... -0.1 / -0.1 eV
Multiplicity ... 2
Calculated total energy ... -708.5680 hartree

***

6.
C40H33N6O2PdS3 as an isolated structure at a distorted geometry, computed with the ωB97M-V functional and the def2-TZVPD basis.

The geometry in XYZ format:
```
85
Properties=species:S:1:pos:R:3
C -1.0805 4.7675 -0.7739
H -3.8711 3.6425 -4.7717
N 3.6123 -0.0834 -0.9647
H -1.2052 6.8486 -0.2778
H 4.5807 0.1129 -1.1576
H 2.3367 4.9249 1.5551
H 3.4169 1.1410 4.5275
C -0.2237 1.0222 2.5648
C 2.1115 0.3073 2.2860
S -2.9028 -2.1942 -2.9173
C -1.6376 2.8898 3.0733
C -1.9894 1.8898 -0.5374
C 3.1856 4.3354 3.4348
C -2.3978 2.2646 -5.5042
H -1.0829 -2.5629 -4.5301
H 0.1105 0.9701 -3.6388
C 1.6328 5.1883 -1.0565
C 1.7382 -1.3827 -3.9002
C 1.1004 3.9227 -1.2657
N -0.6623 1.0235 1.2871
H 1.7910 2.6246 0.8634
H -2.8799 2.4910 -0.7097
C -1.3147 -2.1368 -3.5684
H 3.4287 5.3455 3.7377
H 1.4692 -1.6861 -4.8986
H -2.0101 3.6294 3.7694
H -0.7865 0.9186 -5.9338
C 0.9327 -1.2950 -2.7866
H 0.9056 0.0572 4.0665
C 3.9747 -2.7606 3.6488
C -1.3808 2.2993 -2.8933
C -0.0039 -2.4964 1.0206
C 2.5786 4.0997 2.2107
C 0.7876 0.0193 2.9840
C 5.2543 -2.5183 3.1811
C 3.1729 1.9717 3.8744
C -0.2632 3.6950 -1.1262
C -0.4835 -1.5369 -2.6850
H -2.6608 -1.1207 0.4602
C -0.5517 6.0306 -0.5519
H 6.5154 -1.1466 2.1103
C -0.7740 1.5371 -3.8800
C -1.5870 1.9219 0.8899
C 0.8118 6.2456 -0.6943
C 4.4905 -0.4587 2.2181
H 1.9625 -2.0824 3.7694
H -2.7896 2.2537 -6.5128
N -0.8623 -1.6744 1.1501
C 2.2681 2.8028 1.8181
N -3.1495 -1.1841 -0.4314
H 3.1710 0.0795 -0.0297
H -2.9815 3.6895 -2.5006
H 1.2269 7.2317 -0.5313
C -2.4961 3.0630 -3.2373
S 3.3250 -0.8803 -3.5127
H 6.0517 -3.2212 3.3826
C -0.6902 1.9671 3.4627
H -2.1508 4.6320 -0.6751
C -2.0993 2.8526 1.7707
O 0.1994 1.3436 -1.3882
C 2.8162 -0.5673 -1.8830
C 5.5132 -1.3558 2.4620
C -2.3492 -1.4364 -1.4771
Pd 0.2200 -0.1509 -0.0972
H 4.7050 0.4683 1.6939
C -1.2793 1.5165 -5.1759
H -2.2414 0.8789 -0.8298
C -3.0029 3.0442 -4.5278
C 3.1906 -0.6973 2.6696
H 3.7672 -3.6573 4.2172
C -0.8335 2.3257 -1.4573
S 1.1761 -3.5654 0.8396
O 1.8988 0.2122 0.8735
H 2.6969 5.3480 -1.1806
N -1.0708 -1.1077 -1.5129
C 3.4840 3.2638 4.2669
C 2.9495 -1.8579 3.3903
H -0.2853 1.9595 4.4646
H 3.9663 3.4362 5.2204
H 0.4467 -0.9733 2.7181
C 2.5588 1.7265 2.6480
H 1.7464 3.1058 -1.5551
N 1.5367 -0.8674 -1.6505
H -2.8494 3.5443 1.4180
H -4.0640 -1.6037 -0.4034
```

Calculated values
Kohn-Sham gap (spin up / spin down) ... 5.74 / 5.74 eV
LUMO energy (spin up / spin down) ... -4.8 / -4.8 eV
Calculated total energy ... -3345.3144 hartree
Total charge ... +1

***

7.
C2HCeO3 as an isolated structure at a distorted geometry, computed with the ωB97M-V functional and the def2-TZVPD basis.

The geometry in XYZ format:
```
7
Properties=species:S:1:pos:R:3
H 0.2807 2.4036 -0.0688
Ce 0.4426 -3.6275 -1.4680
C -0.7013 1.2704 1.3251
O 0.4907 -1.2079 -0.7194
O 0.5903 1.6072 0.4148
C -0.6056 0.4060 0.3174
O -0.4974 -0.8519 0.1989
```

Calculated values
Kohn-Sham gap (spin up / spin down) ... 4.31 / 5.03 eV
LUMO energy (spin up / spin down) ... -18.0 / -17.0 eV
Multiplicity ... 3
Calculated total energy ... -775.9434 hartree
Total charge ... +3

***

8.
A 3-piece molecular cluster, C18H45N8O4P2 overall at a distorted geometry, computed with the ωB97M-V functional and the def2-TZVPD basis.

The geometry in XYZ format:
```
77
Properties=species:S:1:pos:R:3
C -1.9707 4.7311 -0.4566
H -6.6015 4.2544 -3.1901
H -4.3332 1.1826 -0.2604
O 1.6448 0.8650 2.1445
C 3.0981 -5.4508 1.7077
H 3.4494 -4.5807 2.2709
H -0.0872 -7.8136 -0.4056
H -1.3273 -2.5237 2.3283
N 0.2152 -3.8157 1.5925
H 1.8402 1.4656 4.1879
H 1.5393 -7.6553 0.2941
H -6.2219 2.9760 -2.0146
H -2.7675 1.9556 -0.0060
H 3.2198 -4.4372 -1.4610
N -3.5724 2.1895 -1.9454
P 0.9619 -4.3810 0.1874
N 2.5102 -5.0709 0.4429
C 3.5863 -4.5782 -0.4353
H 2.9885 -0.5509 1.0555
C 2.4291 0.4713 0.9388
C -0.9435 -2.9455 1.3928
N 0.2867 -5.9765 0.5957
H -2.1663 5.7082 0.0015
H 2.9267 -0.0121 3.7435
H 3.9640 -6.1096 1.5561
H -3.1467 0.8824 -3.5704
C 5.2777 3.6234 -0.4256
N 5.8020 2.5518 0.4184
H 4.4088 -5.3042 -0.5049
H 6.1088 4.4133 -0.7661
C -4.9443 5.3897 -1.5111
C 0.7344 -7.1124 -0.2078
C 2.5185 1.0089 3.3193
H -4.2841 2.9043 -0.0875
H -0.7033 -2.1050 0.7357
C -0.4525 -6.4032 1.7696
H 2.4121 -6.0396 2.3195
H -3.7800 0.0743 -2.1471
H -0.8581 5.3872 -3.2169
H -5.5948 2.9026 -3.6731
C -3.1188 0.8900 -2.4724
C -3.7306 2.0656 -0.5138
C 3.8037 3.9206 -0.9634
H -2.1016 0.6576 -2.1454
C 3.3949 1.7008 0.3822
H -1.2799 -5.7276 2.0105
H 0.1961 -6.5014 2.6436
H 1.6165 0.3063 0.0814
H 1.1015 -2.6206 3.0982
H 3.4004 1.7825 3.1785
H -2.3058 6.4118 -3.1678
N -2.3596 4.7747 -1.8476
H -0.9061 4.4986 -0.3336
O -1.6785 2.9372 -3.1570
H -1.1066 6.5121 -1.8850
H -0.0192 -3.8830 3.6585
C -5.8172 3.5721 -2.8363
H 5.5929 1.0987 2.4253
H 3.5751 4.8671 -1.6106
O 1.5492 -2.9931 -0.1678
H 1.0967 -6.7829 -1.1866
C 0.7575 -3.6467 2.9211
C 2.6935 2.8123 -0.5409
H 3.9955 -3.6304 -0.0751
H 1.5656 2.8460 -0.8304
H -2.5343 4.0385 0.1519
N -4.6224 4.3019 -2.4165
H 1.5682 -4.3163 3.1703
H -0.9346 -7.3759 1.6152
H -5.9640 5.7611 -1.6680
N 4.8019 1.7194 0.7475
H -1.7623 -3.5138 0.9411
H -4.8722 5.0815 -0.4652
H -4.3102 6.2679 -1.6713
O 5.2141 0.7081 1.5834
P -3.0480 3.5721 -2.8125
C -1.6187 5.8164 -2.5588
```

Calculated values
Kohn-Sham gap ... 4.45 eV
LUMO energy ... -5.2 eV
Calculated total energy ... -2133.7802 hartree
Total charge ... +1